1.
The following is a DFT calculation (wB97M-V/def2-TZVPD) of a cluster of 3 separate species, C4H16N2O2 in total at a distorted geometry.

Structure (XYZ):
```
24
C4H16N2O2, DFT wB97M-V/def2-TZVPD
C -0.170 -1.534 -1.411
C -1.206 -0.910 -0.425
C -0.829 -0.862 1.049
C 0.540 0.151 2.851
N 0.227 0.048 1.421
N 1.124 -0.801 -1.538
H 0.050 -2.536 -1.001
H -0.646 -1.620 -2.371
H -2.062 -1.562 -0.494
H -1.559 0.050 -0.814
H -1.672 -0.593 1.681
H -0.594 -1.877 1.432
H 0.878 -0.819 3.178
H -0.349 0.476 3.378
H 1.363 0.853 2.970
H -0.032 1.025 1.093
H 1.454 -0.608 -0.603
H 1.825 -1.292 -2.083
H 0.572 1.820 -2.983
H 0.764 0.457 -2.062
O 0.261 1.401 -2.221
H -0.205 3.641 -0.082
H 0.140 2.326 -0.946
O 0.123 2.764 -0.018
```

E = -11474.32241 eV
spin multiplicity = 2
total charge = +1
⟨S²⟩ = 0.75
gap between HOMO and LUMO (alpha / beta) = 11.00 / 5.86 eV
E_HOMO (alpha / beta) = -13.78 / -13.77 eV

Atom charges from the Löwdin analysis, given in e for atoms 1 to 5: -0.1816 -0.1441 -0.1611 0.0098 0.1175


2.
The following is a DFT calculation (wB97M-V/def2-TZVPD) of a structure of composition C54H53N10O16PS at a distorted geometry.

Structure (XYZ):
```
135
C54H53N10O16PS, DFT wB97M-V/def2-TZVPD
C 1.599 -1.958 0.951
C 1.574 -0.845 2.057
C 1.913 0.572 1.558
C 0.963 1.117 0.447
C 0.194 2.404 0.831
C -1.054 2.199 1.733
C -1.753 0.862 1.543
C -1.861 -0.038 2.538
C -2.497 -1.320 2.305
C -2.980 -1.603 1.077
P -3.757 -3.220 0.732
N -5.136 -3.058 0.057
O -3.789 -4.054 2.112
O -2.734 -4.011 -0.274
C -2.927 -0.674 -0.007
N -3.384 -0.779 -1.266
S -3.035 0.628 -1.961
N -2.268 1.460 -0.787
C -2.298 0.600 0.233
H 1.236 -1.590 -0.017
H 0.880 -2.728 1.288
H 2.563 -2.458 0.903
H 0.613 -0.932 2.580
H 2.344 -1.139 2.791
H 1.984 1.275 2.407
H 2.928 0.514 1.136
H 1.626 1.401 -0.387
H 0.324 0.321 0.036
H 0.911 3.053 1.360
H -0.053 2.928 -0.101
H -1.798 2.958 1.427
H -0.863 2.389 2.797
H -1.467 0.191 3.528
H -2.534 -2.012 3.144
H -5.112 -3.506 -0.856
H -2.892 -4.225 2.440
H -1.983 -3.447 -0.507
C -7.703 -1.193 2.385
C -6.417 -0.847 2.000
C -5.818 0.286 2.533
C -6.514 1.054 3.450
C -7.802 0.723 3.837
C -8.398 -0.406 3.297
N -5.869 2.238 4.033
O -4.744 2.512 3.658
O -6.493 2.875 4.859
H -8.170 -2.079 1.971
H -5.875 -1.455 1.284
H -4.815 0.555 2.230
H -8.344 1.330 4.548
H -9.405 -0.676 3.590
C 3.435 -1.453 -5.864
C 3.447 -2.593 -5.070
C 3.497 -2.476 -3.689
C 3.530 -1.214 -3.121
C 3.526 -0.070 -3.901
C 3.479 -0.194 -5.280
N 3.559 -1.085 -1.658
O 3.580 -2.105 -1.001
O 3.556 0.039 -1.191
H 3.391 -1.548 -6.942
H 3.414 -3.574 -5.527
H 3.506 -3.365 -3.074
H 3.557 0.912 -3.450
H 3.473 0.692 -5.901
C 7.479 -2.420 6.349
C 6.192 -2.356 6.865
C 5.104 -2.615 6.047
C 5.322 -2.938 4.719
C 6.600 -2.999 4.191
C 7.683 -2.737 5.013
N 4.174 -3.227 3.851
O 3.062 -3.142 4.335
O 4.403 -3.532 2.698
H 8.328 -2.218 6.990
H 6.038 -2.104 7.906
H 4.102 -2.562 6.451
H 6.762 -3.247 3.151
H 8.687 -2.780 4.614
C 5.185 2.558 3.413
C 5.544 3.250 4.563
C 6.622 2.823 5.323
C 7.332 1.706 4.917
C 6.981 1.002 3.777
C 5.900 1.433 3.023
N 8.489 1.260 5.707
O 8.762 1.878 6.716
O 9.104 0.293 5.301
H 4.346 2.896 2.819
H 4.985 4.125 4.866
H 6.898 3.364 6.217
H 7.536 0.128 3.469
H 5.616 0.893 2.129
C -5.227 6.685 -1.789
C -4.680 5.437 -1.522
C -3.303 5.276 -1.491
C -2.489 6.372 -1.722
C -3.022 7.620 -1.996
C -4.399 7.774 -2.030
N -1.030 6.210 -1.665
O -0.592 5.098 -1.442
O -0.343 7.197 -1.842
H -6.303 6.808 -1.808
H -5.329 4.590 -1.336
H -2.885 4.301 -1.280
H -2.381 8.471 -2.181
H -4.828 8.745 -2.240
C -11.285 0.547 -1.225
C -11.460 1.821 -1.751
C -10.421 2.739 -1.710
C -9.214 2.365 -1.145
C -9.029 1.103 -0.611
C -10.072 0.191 -0.652
N -8.100 3.326 -1.124
O -8.299 4.434 -1.585
O -7.042 2.958 -0.651
H -12.095 -0.170 -1.263
H -12.407 2.099 -2.196
H -10.562 3.728 -2.121
H -8.085 0.814 -0.166
H -9.937 -0.801 -0.241
C 7.962 -4.342 -9.257
C 7.202 -3.727 -8.271
C 6.053 -4.340 -7.797
C 5.681 -5.568 -8.316
C 6.425 -6.189 -9.304
C 7.572 -5.569 -9.775
N 4.477 -6.234 -7.799
O 3.834 -5.652 -6.944
O 4.195 -7.324 -8.250
H 8.862 -3.863 -9.622
H 7.507 -2.769 -7.869
H 5.465 -3.857 -7.029
H 6.127 -7.146 -9.707
H 8.164 -6.045 -10.545
```

E = -124625.37322 eV
gap between HOMO and LUMO = 8.13 eV
E_HOMO = -8.97 eV

Atom charges from the Löwdin analysis, given in e for atoms 1 to 5: -0.0962 -0.2250 -0.1952 -0.1943 -0.1822